Record 1
# C8H9N2O4S

A structure of composition C8H9N2O4S at a distorted geometry (ωB97M-V/def2-TZVPD, the OMol25 dataset).

Computed properties:
strongest force on any atom = 0.0892 hartree/bohr
molecular weight = 229.2 g mol⁻¹
orbital gap = 0.2507 Ha
net charge = -1
LUMO = 3.37 eV
electronic energy = -30447.8743 eV
HOMO energy = -3.45 eV

Geometry (Å):
C  -1.576  -2.027  -2.587
C  -2.789  -2.368  -2.072
C  -1.396  -0.942  -0.679
C  -1.909  0.019  1.426
C  1.106  -1.487  -2.601
C  0.361  2.033  0.520
C  0.336  0.470  0.450
C  -1.023  -0.136  0.390
N  -0.770  -1.303  -1.760
N  1.222  0.046  1.612
O  -1.409  0.489  2.576
O  1.784  -1.666  -1.662
O  -3.081  -0.421  1.408
O  0.909  -1.141  -3.665
S  -3.004  -1.568  -0.526
H  -1.080  -2.431  -3.361
H  -3.556  -2.828  -2.509
H  -0.726  2.194  0.948
H  0.992  2.583  1.242
H  0.423  2.378  -0.494
H  0.797  0.341  -0.589
H  1.795  -0.729  1.263
H  -0.781  1.195  2.377
H  0.664  -0.406  2.382

Results of the Mulliken charge analysis, in e, for atoms 1 through 8: -0.6109, -0.5686, 0.2072, 0.2968, 0.8226, -1.2155, -0.2366, 0.7336

=====

Record 2
# C20H27N3O6S2

The molecule C20H27N3O6S2 at a distorted geometry (ωB97M-V/def2-TZVPD, the OMol25 dataset).

Computed properties:
strongest force on any atom = 0.0233 hartree/bohr
molecular weight = 469.6 g mol⁻¹
orbital gap = 0.3157 Ha
LUMO = 0.59 eV
electronic energy = -59601.8072 eV
HOMO energy = -8.00 eV

Geometry (Å):
C  -1.227  -3.060  1.937
O  -0.945  -3.321  0.581
C  0.179  -2.796  0.036
C  0.450  -3.156  -1.287
C  1.587  -2.706  -1.917
C  2.490  -1.868  -1.261
O  3.594  -1.425  -1.943
C  4.844  -1.915  -1.470
C  2.188  -1.475  0.034
S  3.199  -0.333  0.975
O  2.371  0.362  1.929
O  4.290  -1.069  1.556
N  3.882  0.740  -0.133
C  3.983  2.129  0.245
C  2.666  2.808  0.631
S  1.306  2.319  -0.467
O  1.378  3.129  -1.649
O  1.290  0.892  -0.672
N  -0.007  2.839  0.435
C  -1.127  3.344  -0.335
C  -1.965  2.208  -0.928
N  -2.437  1.366  0.151
C  -3.531  0.523  -0.075
C  -4.065  0.296  -1.343
C  -5.182  -0.504  -1.505
C  -5.789  -1.100  -0.415
C  -5.270  -0.879  0.850
C  -4.161  -0.076  1.020
C  -1.321  0.799  0.890
C  -0.433  1.904  1.460
C  1.061  -1.938  0.687
H  -2.138  -3.616  2.155
H  -0.419  -3.409  2.586
H  -1.401  -1.996  2.114
H  -0.251  -3.800  -1.795
H  1.799  -2.987  -2.937
H  4.987  -1.714  -0.408
H  5.601  -1.393  -2.051
H  4.918  -2.992  -1.654
H  3.416  0.613  -1.022
H  4.670  2.171  1.096
H  4.437  2.656  -0.600
H  2.729  3.887  0.536
H  2.363  2.523  1.632
H  -0.715  3.965  -1.130
H  -1.742  3.953  0.333
H  -2.823  2.636  -1.449
H  -1.337  1.653  -1.644
H  -3.601  0.727  -2.216
H  -5.573  -0.669  -2.499
H  -6.657  -1.728  -0.548
H  -5.738  -1.329  1.713
H  -3.789  0.108  2.017
H  -1.699  0.190  1.710
H  -0.703  0.169  0.231
H  0.454  1.451  1.903
H  -0.976  2.477  2.218
H  0.895  -1.584  1.691

Results of the Mulliken charge analysis, in e, for atoms 1 through 8: -0.5219, -0.4763, 0.4129, -0.6663, -0.5133, 0.2889, -0.5300, -0.5481

=====

Record 3
# C5H11NO

A cluster of 2 separate species, C5H11NO in total at a distorted geometry (ωB97M-V/def2-TZVPD, the OMol25 dataset).

Computed properties:
strongest force on any atom = 0.0914 hartree/bohr
molecular weight = 101.1 g mol⁻¹
orbital gap = 0.2917 Ha
LUMO = 0.04 eV
electronic energy = -8893.7828 eV
HOMO energy = -7.90 eV

Geometry (Å):
C  0.121  -0.247  -0.663
C  0.320  -1.179  0.378
C  2.096  1.045  0.444
C  -3.211  -0.456  -0.071
C  1.059  0.885  -0.558
N  -2.511  0.780  -0.505
O  -1.907  1.399  0.363
H  1.405  -1.424  0.225
H  0.185  -0.981  1.453
H  -0.142  -2.148  0.331
H  2.672  1.932  0.192
H  2.845  0.268  0.489
H  1.633  1.129  1.336
H  -4.243  -0.247  0.159
H  -3.133  -1.108  -1.038
H  -2.639  -0.895  0.784
H  1.461  1.156  -1.594
H  0.134  1.628  -0.529

Results of the Mulliken charge analysis, in e, for atoms 1 through 8: -0.3830, -1.0455, -1.3549, -0.5201, 0.1261, 0.0426, -0.3275, 0.3634

=====

Record 4
# C4H8N2O

The molecule C4H8N2O at a distorted geometry (ωB97M-V/def2-TZVPD, the OMol25 dataset).

Computed properties:
strongest force on any atom = 0.0213 hartree/bohr
molecular weight = 100.1 g mol⁻¹
orbital gap = 0.3700 Ha
LUMO = 0.65 eV
electronic energy = -9304.4182 eV
HOMO energy = -9.42 eV

Geometry (Å):
C  -1.909  0.331  0.742
N  -0.466  0.510  0.685
C  0.216  0.160  -0.547
C  -0.459  -0.888  -1.352
N  -0.988  -1.706  -1.977
C  1.646  -0.350  -0.251
O  2.294  0.381  0.758
H  -2.243  -0.714  0.632
H  -2.262  0.702  1.710
H  -2.398  0.922  -0.043
H  0.002  0.080  1.474
H  0.276  1.049  -1.197
H  2.214  -0.365  -1.190
H  1.588  -1.377  0.121
H  2.490  1.266  0.434

Results of the Mulliken charge analysis, in e, for atoms 1 through 8: -0.9460, -0.2656, 0.4027, 0.0777, -0.4438, -0.8295, -0.5101, 0.3376

=====

Record 5
# C11H10BrCdNO

A structure of composition C11H10BrCdNO at a distorted geometry (ωB97M-V/def2-TZVPD, the OMol25 dataset).

Computed properties:
strongest force on any atom = 0.0418 hartree/bohr
molecular weight = 364.5 g mol⁻¹
orbital gap = 0.2115 Ha
net charge = -2
LUMO = 5.54 eV
electronic energy = -89713.1966 eV
HOMO energy = -0.21 eV

Geometry (Å):
C  -1.501  -0.801  -0.807
C  -2.258  -1.438  0.257
C  -2.808  -0.357  1.058
H  -2.313  -2.564  0.480
C  -2.507  0.942  0.442
C  -1.796  0.632  -0.764
H  -1.412  1.327  -1.535
H  -1.081  -1.318  -1.674
H  -3.325  -0.432  2.021
H  -2.906  1.931  0.766
Cd  1.570  -0.138  -1.828
Br  1.993  -3.044  -1.690
C  2.436  0.765  -3.897
C  1.329  1.558  -4.300
C  0.353  0.693  -4.860
H  1.260  2.636  -4.222
C  0.864  -0.629  -4.811
C  2.167  -0.568  -4.271
H  2.876  -1.385  -4.229
H  3.356  1.104  -3.444
H  -0.602  0.989  -5.275
H  0.359  -1.531  -5.127
O  0.804  0.412  2.371
C  1.305  0.569  1.294
N  1.836  0.644  0.201

Results of the Mulliken charge analysis, in e, for atoms 1 through 8: -0.3099, -0.9992, -0.1836, 0.2526, -0.7562, -0.2723, 0.2777, 0.4731

=====

Record 6
# C17H34N2NbO3PS3

A structure of composition C17H34N2NbO3PS3 at a distorted geometry (ωB97M-V/def2-TZVPD, the OMol25 dataset).

Computed properties:
strongest force on any atom = 0.1288 hartree/bohr
molecular weight = 534.6 g mol⁻¹
multiplicity = 2
orbital gap (spin up / spin down) = 0.1928 / 0.1875 Ha
net charge = +1
LUMO (spin up / spin down) = -3.51 / -3.65 eV
electronic energy = -70641.0288 eV
HOMO energy (spin up / spin down) = -8.75 / -8.75 eV

Geometry (Å):
Nb  0.574  -1.081  -0.778
C  -2.119  2.716  4.394
C  -2.497  1.423  4.670
C  -1.466  0.467  4.496
C  -0.375  1.194  4.056
C  -0.756  2.520  3.898
H  -2.619  3.635  4.499
H  -3.523  1.102  4.902
H  -1.536  -0.617  4.590
H  0.591  0.738  3.739
H  -0.123  3.273  3.487
C  1.875  2.868  -4.378
C  1.420  3.334  -2.981
O  0.561  2.225  -2.439
P  0.346  1.959  -0.859
S  -1.205  0.587  -0.623
S  1.923  1.060  -0.016
O  0.179  3.526  -0.490
C  -0.445  3.970  0.861
C  0.507  4.943  1.502
H  2.687  3.487  -4.751
H  1.017  2.938  -5.029
H  2.231  1.817  -4.371
H  0.721  4.193  -3.102
H  2.196  3.622  -2.290
H  -0.682  3.113  1.470
H  -1.345  4.431  0.523
H  1.397  4.381  1.866
H  -0.013  5.497  2.334
H  0.845  5.650  0.763
C  1.207  -4.240  2.376
C  1.298  -3.557  0.997
C  2.583  -4.126  0.202
C  1.266  -1.995  1.142
H  1.141  -5.359  2.228
H  0.332  -3.881  2.977
H  2.149  -4.036  2.932
H  0.426  -3.833  0.375
H  3.408  -4.342  0.894
H  2.906  -3.422  -0.562
H  2.340  -5.186  -0.181
H  2.241  -1.429  1.127
H  0.574  -1.540  1.830
N  -0.260  -0.358  -4.273
C  0.669  -1.364  -4.177
N  0.781  -2.298  -5.102
S  1.765  -1.575  -2.779
H  -0.858  -0.386  -5.122
H  -0.273  0.505  -3.758
H  0.441  -2.231  -6.067
H  1.418  -3.058  -4.909
C  -2.152  -2.103  1.184
C  -2.094  -2.123  -0.293
C  -3.300  -2.075  -1.063
O  -0.868  -2.375  -0.817
H  -1.197  -2.507  1.605
H  -2.989  -2.747  1.529
H  -2.385  -1.072  1.531
H  -3.739  -3.060  -1.105
H  -3.110  -1.734  -2.069
H  -4.083  -1.464  -0.595

Results of the Mulliken charge analysis, in e, for atoms 1 through 8: 0.2296, -1.0177, -0.3353, -0.3579, -0.7114, -0.1614, 0.4849, 0.3583

=====

Which value of strongest force on any atom does entry 6 give?
0.1288 hartree/bohr

=====

What is the electronic energy in the sixth record?
-70641.0288 eV